[1]
DFT (ωB97M-V with the def2-TZVPD basis set) results for a structure of composition C21H29BrClIN10O3P at a distorted geometry.

Geometry (Å):
N 4.76229 -4.18688 -1.75733
C 4.23093 -3.22181 -1.14787
C 2.85926 -3.36606 -0.47039
C 2.10160 -2.06786 -0.62389
C 0.98765 -1.88619 -1.42831
C 0.40336 -3.04278 -2.21002
O 0.00838 -2.93243 -3.33769
O 0.30247 -4.22102 -1.53021
P -1.32625 -4.75281 -1.38398
N -1.90379 -4.15248 0.11039
O -1.12629 -6.36537 -1.08124
C 0.38121 -0.64713 -1.53726
C -0.81416 -0.36434 -2.42512
N -2.03469 -0.24399 -1.61378
C 0.88928 0.39763 -0.82384
Br 0.12612 2.13171 -0.93229
N 1.95146 0.23794 -0.00364
I 2.69257 1.82482 1.12918
C 2.53901 -0.97228 0.08384
Cl 3.88600 -1.13129 1.14984
H 5.64206 -3.83350 -2.13950
H 4.68948 -2.23331 -1.10011
H 2.98078 -3.61211 0.58766
H 2.38625 -4.21151 -0.96222
H -1.21984 -3.61736 0.63728
H -2.76424 -3.63948 -0.02838
H -0.21771 -6.47366 -0.75666
H -0.92284 -1.06216 -3.25353
H -0.65705 0.61715 -2.88004
H -2.74541 0.18546 -2.19477
H -2.36980 -1.16501 -1.35334
C -6.20722 -5.78952 0.28746
C -5.24523 -5.01232 -0.49213
N -4.48486 -4.40465 -1.10567
H -5.68941 -6.32591 1.08020
H -6.94653 -5.12407 0.72862
H -6.71105 -6.50569 -0.35845
C -0.53843 3.35881 3.41752
C 0.79344 3.87745 3.73597
N 1.84176 4.27992 3.98285
H -1.09259 4.09386 2.83665
H -0.44823 2.44010 2.83935
H -1.08126 3.15110 4.33755
C -5.71412 -3.42357 -4.72072
C -5.83852 -2.07464 -4.16576
N -5.93627 -1.01606 -3.72589
H -5.02004 -4.00274 -4.11339
H -6.68353 -3.91775 -4.72431
H -5.33816 -3.37182 -5.74053
C 1.13303 7.48900 6.02760
C -0.22387 6.93891 6.06829
N -1.28737 6.49956 6.09257
H 1.78643 6.90922 6.67636
H 1.51740 7.45950 5.01059
H 1.12325 8.52302 6.36668
C 0.37116 7.27242 1.59453
C 1.32045 8.16965 2.25450
N 2.06855 8.87555 2.76359
H -0.64241 7.65114 1.71242
H 0.60249 7.20270 0.53318
H 0.43620 6.28108 2.04098
C 6.18523 1.67416 -1.11773
C 5.65502 0.54184 -1.87312
N 5.23745 -0.35282 -2.46399
H 6.58519 2.42376 -1.79767
H 5.38646 2.11832 -0.52808
H 6.97861 1.34076 -0.45135

Cartesian forces, eV/Å:
0.0 0.3 0.0
-0.4 0.1 0.3
0.7 -0.1 -0.6
0.1 -0.8 0.4
0.1 -0.7 -0.2
-0.5 -0.7 -1.0
0.7 0.1 0.7
-0.1 0.5 1.2
-2.6 -0.9 -1.2
1.7 0.3 -0.2
1.3 1.6 0.1
-1.0 0.0 -1.1
-0.7 0.4 -0.3
0.4 -0.1 0.0
0.1 1.4 0.7
0.2 -0.6 0.0
0.2 0.2 0.1
-0.1 0.0 0.2
0.8 0.2 0.7
-0.4 0.1 -0.2
0.1 -0.4 -0.1
0.0 -0.1 -0.1
0.0 0.1 -0.1
-0.2 0.2 0.2
-0.2 -0.2 0.4
0.0 0.0 -0.1
-0.1 -0.7 0.2
0.3 0.0 0.3
0.1 -0.2 0.0
-0.2 -0.1 0.2
-0.1 0.0 -0.1
0.1 0.1 -0.1
0.1 0.1 -0.1
-0.5 -0.1 0.2
0.0 0.0 0.0
0.0 0.0 0.0
0.0 0.0 0.0
0.1 0.1 0.1
-0.1 0.0 0.0
-0.1 -0.1 -0.2
0.0 0.0 0.0
0.0 0.0 0.0
0.0 0.0 0.0
0.0 0.1 0.1
0.0 0.2 0.1
0.1 -0.3 -0.1
0.0 0.0 0.0
0.0 0.0 0.0
0.0 0.0 0.0
-0.2 0.0 0.1
-0.1 -0.1 0.0
0.3 0.1 -0.1
0.0 0.0 0.0
0.0 0.0 0.0
0.0 0.0 0.0
0.1 0.1 0.1
-0.1 -0.1 -0.1
0.0 -0.1 0.0
0.0 0.0 0.0
0.0 0.0 0.0
0.0 0.0 0.0
0.0 0.0 -0.1
0.0 -0.2 -0.1
0.0 0.3 0.2
0.0 0.0 0.0
0.0 0.1 0.0
0.0 0.0 0.0

- HOMO: -11.367 eV
- Total charge: +1
- LUMO energy: -5.1 eV
- 2S+1: 1
- Kohn-Sham gap: 6.238 eV

---

[2]
DFT (ωB97M-V with the def2-TZVPD basis set) results for a structure of composition C21H29BrNO7RuS.

Geometry (Å):
Ru -0.01028 0.44970 -0.25658
C -0.42549 0.45668 2.78908
C -1.87744 0.71595 2.41513
O -1.96275 0.78362 0.98340
C -3.13583 0.21762 0.39937
C -2.72827 -0.43255 -0.91261
O -1.68791 -1.33006 -0.57530
C -1.08409 -2.06978 -1.64241
C 0.10712 -2.79213 -1.03460
O 0.83807 -1.88388 -0.19809
C 1.14191 -2.42162 1.10371
C 1.19621 -1.28880 2.11053
O 0.03415 -0.50507 1.83650
H -0.36183 0.05518 3.80225
H 0.18343 1.36324 2.73048
H -2.23832 1.64922 2.85009
H -2.50113 -0.10844 2.76430
H -3.87929 0.99539 0.21809
H -3.55270 -0.54440 1.06000
H -2.41470 0.40598 -2.68154
H -3.56400 -0.95052 -1.38987
H -0.76458 -1.38256 -2.43232
H -1.79008 -2.78900 -2.06576
H 0.75722 -3.18018 -1.82105
H -0.24021 -3.63254 -0.43362
H 2.08997 -2.96188 1.07525
H 0.34590 -3.11049 1.38993
H 2.09775 -0.68166 2.01411
H 1.14964 -1.69512 3.12323
C 3.00980 0.56861 -5.23723
C 2.92227 0.89952 -3.77730
C 3.89514 1.65819 -3.12956
C 3.77779 1.96137 -1.78207
C 2.66642 1.47208 -1.13315
Br 2.35583 1.81718 0.71544
N 1.71810 0.74299 -1.70801
C 1.84806 0.46887 -3.01176
H 4.04624 0.51253 -5.56394
H 2.51502 1.33531 -5.83536
H 2.53395 -0.38636 -5.45406
H 4.75550 2.01583 -3.68110
H 4.52006 2.54802 -1.26199
H 1.06143 -0.13223 -3.45175
C -3.60830 6.09714 -5.74309
C -3.03259 5.46444 -4.51402
C -1.82363 4.76798 -4.56389
C -1.27107 4.21268 -3.42611
C -1.95998 4.33669 -2.22251
C -3.15904 5.04429 -2.13482
C -3.68893 5.58792 -3.28704
S -1.23677 3.74651 -0.73790
O -2.23902 3.52950 0.28082
O -0.30383 2.65233 -1.08422
O -2.20461 0.57389 -1.75508
H -3.09488 5.76675 -6.64314
H -3.51887 7.18315 -5.68158
H -4.66832 5.86476 -5.84172
H -1.30682 4.67422 -5.51008
H -0.32452 3.69069 -3.46261
H -3.66129 5.15076 -1.18321
H -4.62569 6.12761 -3.23676

Cartesian forces, eV/Å:
-0.3 -0.3 0.0
0.0 0.0 0.0
0.0 0.0 0.0
0.0 0.0 0.0
-0.1 0.0 0.0
0.0 0.1 0.0
0.0 0.0 -0.1
0.0 0.0 0.0
0.0 0.0 0.0
0.0 -0.1 0.0
0.0 0.1 0.0
0.0 -0.1 0.0
0.0 0.1 0.0
0.0 0.0 0.0
0.0 0.0 0.0
0.0 0.0 0.0
0.0 0.0 0.0
0.0 0.0 0.0
0.0 0.0 0.0
0.0 0.0 0.0
0.0 0.0 0.0
0.0 0.0 0.0
0.0 0.0 0.0
0.0 0.0 0.0
0.0 0.0 0.0
0.0 0.0 0.0
0.0 0.0 0.0
0.0 0.0 0.0
0.0 0.0 0.0
0.0 0.0 0.0
0.0 0.0 0.0
0.0 0.0 0.0
0.0 0.0 0.0
-0.1 0.0 0.1
0.3 0.2 -0.1
0.2 0.2 0.0
0.1 -0.1 0.0
0.0 0.0 0.0
0.0 0.0 0.0
0.0 0.0 0.0
0.0 0.0 0.0
0.0 0.0 0.0
0.0 0.0 0.0
0.0 0.0 0.0
0.0 0.0 0.0
0.0 0.0 0.0
0.1 0.0 0.1
-0.1 0.1 -0.2
0.1 -0.1 0.1
0.0 0.0 0.0
0.1 0.1 0.1
-0.1 0.0 0.0
-0.1 0.0 0.0
0.0 0.0 0.0
0.0 0.0 0.0
0.0 0.0 0.0
0.0 0.0 0.0
0.0 0.0 0.0
0.0 0.0 0.0
0.0 0.0 0.0
0.0 0.0 0.0

- HOMO (spin up / spin down): -13.990 / -14.443 eV
- Total charge: +2
- LUMO energy (spin up / spin down): -5.1 / -7.3 eV
- 2S+1: 6
- Kohn-Sham gap (spin up / spin down): 8.896 / 7.175 eV
- ΔE to the lowest compared entry with this formula, charge and spin: 37.5 kJ/mol

---

[3]
DFT (ωB97M-V with the def2-TZVPD basis set) results for a cluster of 15 separate species, C21H29Cl42NO4P in total at a distorted geometry.

Geometry (Å):
N -0.02747 0.52816 -0.21180
C -0.55975 1.68009 -0.28093
C -0.00587 2.81165 -1.15865
C 0.58686 2.31897 -2.47212
C 0.88742 3.61642 -3.33001
O 2.25697 3.77076 -3.60797
P 3.11106 2.28285 -3.31810
C 4.19620 3.04220 -1.91679
C 3.37867 3.51481 -0.69833
C 4.13650 4.40687 0.25716
O 4.00579 4.29701 1.46822
O 4.95831 5.39425 -0.25119
O 1.84101 1.74106 -2.25204
H 0.79096 0.53553 -0.83400
H -1.44103 1.86960 0.32536
H 0.68450 3.41734 -0.58993
H -0.85592 3.46377 -1.40419
H -0.07519 1.63285 -3.00556
H 0.30740 3.62114 -4.26333
H 0.63199 4.52193 -2.76178
H 4.18571 2.64775 -4.20503
H 3.81094 1.00881 -3.18016
H 2.36669 1.62598 -4.40323
H 4.98895 2.35264 -1.61832
H 4.66191 3.94192 -2.32740
H 2.58532 4.14733 -1.10961
H 2.99280 2.69490 -0.10175
H 4.65994 6.20849 0.17071
C -2.86452 -0.23482 2.22906
Cl -3.80568 0.64636 1.02360
Cl -2.15038 0.86946 3.41042
Cl -3.87313 -1.44288 3.04073
H -2.06054 -0.75438 1.71510
C -1.45241 0.52984 7.49368
Cl -1.02591 0.41327 9.20441
Cl -3.12428 1.07076 7.30584
Cl -0.35404 1.61312 6.64621
H -1.36462 -0.45551 7.05454
C -2.51632 4.97460 7.90815
Cl -2.40800 5.40385 9.62157
Cl -4.01500 5.59407 7.20763
Cl -1.11668 5.57086 7.02708
H -2.53015 3.89412 7.83139
C -1.83525 -3.96576 0.30989
Cl -1.01853 -4.90490 1.57070
Cl -1.24479 -2.30778 0.30164
Cl -1.61134 -4.71297 -1.27341
H -2.89530 -3.95011 0.52561
C -3.90238 -0.31431 -3.07879
Cl -5.17790 0.24143 -1.98690
Cl -2.67517 0.93077 -3.28396
Cl -3.17951 -1.81123 -2.48596
H -4.34970 -0.51351 -4.04427
C -5.25904 -5.29959 3.76859
Cl -3.98299 -4.76540 2.67626
Cl -4.65901 -6.54676 4.86452
Cl -5.91596 -3.93610 4.67855
H -6.05773 -5.72621 3.17640
C 0.31250 -8.27152 -2.22808
Cl -0.61997 -7.36534 -3.41933
Cl 1.00092 -7.18330 -1.02613
Cl -0.68885 -9.50607 -1.45402
H 1.12583 -8.77001 -2.73960
C 2.70624 6.96367 7.80151
Cl 1.48166 6.26029 8.85577
Cl 2.11832 7.05702 6.14115
Cl 3.19343 8.56020 8.38273
H 3.57614 6.32046 7.81534
C -7.16835 3.18553 -4.42803
Cl -7.98155 3.20206 -5.99690
Cl -8.16488 2.36847 -3.22091
Cl -5.58389 2.42766 -4.54950
H -7.02794 4.21041 -4.11109
C 2.04737 -12.57595 -1.24574
Cl 2.86217 -13.53478 -0.00868
Cl 2.60176 -10.90406 -1.20588
Cl 2.29490 -13.28042 -2.84542
H 0.98572 -12.58272 -1.03460
C 2.80074 -3.36702 1.70588
Cl 1.56474 -2.56851 2.67415
Cl 4.23402 -3.69969 2.68450
Cl 2.18413 -4.86044 0.98473
H 3.08655 -2.69884 0.90354
C -0.36738 4.74357 2.88182
Cl 0.41174 4.09522 4.32590
Cl -0.34944 3.53867 1.59672
Cl -2.02430 5.24797 3.24446
H 0.18683 5.61286 2.55235
C -0.22208 -5.19917 -6.87640
Cl 0.36767 -6.86503 -6.91521
Cl -0.47026 -4.65311 -5.21775
Cl 0.89021 -4.12759 -7.72589
H -1.17535 -5.16959 -7.38706
C 5.87131 2.14111 -7.27660
Cl 5.97828 2.00008 -5.53170
Cl 6.91743 0.95588 -8.08802
Cl 4.20066 1.95760 -7.81560
H 6.20853 3.12911 -7.55987

Cartesian forces, eV/Å:
-0.2 0.2 -0.1
0.8 -0.3 -0.7
-1.7 -1.0 -0.2
1.6 1.6 -0.2
0.1 0.5 -0.3
-0.4 -0.7 0.7
1.9 -1.3 -1.3
-1.0 0.6 0.4
1.4 0.4 -0.4
-0.4 -0.6 1.7
0.2 0.5 -1.1
-0.8 -0.3 -0.6
-0.5 -0.2 0.8
0.0 -0.3 0.1
-0.2 -0.1 -0.2
0.4 0.0 -0.2
0.0 0.0 0.1
-0.1 0.0 0.1
-0.1 -0.1 0.1
-0.5 -0.2 0.0
-0.8 0.4 0.1
-0.2 0.0 0.4
-0.1 0.4 -0.1
-0.1 -0.1 -0.1
0.0 -0.1 -0.2
-0.2 -0.1 0.1
-0.3 0.0 -0.1
0.4 0.0 0.3
0.0 0.2 0.1
0.1 -0.1 0.1
0.0 0.0 0.0
0.1 0.1 -0.1
-0.2 0.3 0.2
0.0 0.1 0.0
0.0 0.0 0.0
0.0 0.0 0.0
-0.1 0.0 0.0
0.0 0.0 0.0
0.1 0.1 -0.1
0.0 0.0 0.0
0.0 0.0 0.0
-0.3 -0.1 -0.1
0.0 0.0 0.0
0.2 0.1 0.1
-0.2 0.0 -0.2
0.3 -0.2 -0.3
-0.1 0.0 0.0
0.0 0.0 -0.1
0.0 0.0 0.1
-0.1 -0.2 -0.1
0.0 0.0 0.0
-0.1 0.0 -0.1
0.0 0.0 0.0
0.0 0.1 0.0
-0.3 -0.3 0.3
0.0 0.0 0.0
0.0 0.0 0.0
0.0 0.0 0.0
-0.1 0.1 0.0
0.1 -0.2 0.1
0.1 -0.1 0.0
-0.1 0.0 0.0
0.0 0.0 0.0
-0.1 0.0 0.0
0.3 0.1 0.2
0.0 0.0 0.0
0.0 0.0 0.0
0.0 0.0 0.0
0.0 -0.1 0.0
0.0 0.0 0.0
0.0 0.0 0.0
0.0 0.2 -0.1
0.0 0.0 0.0
0.0 0.0 0.0
0.0 0.0 0.0
0.1 0.0 0.0
0.0 0.0 0.0
0.0 0.0 0.0
0.0 0.0 0.1
0.0 0.0 0.0
0.0 0.0 0.0
0.3 0.2 0.0
0.0 0.0 0.0
0.0 -0.3 0.0
0.1 0.1 0.0
0.0 0.9 1.1
0.0 0.0 0.0
0.0 0.0 0.0
0.1 0.1 0.1
0.0 0.0 0.0
0.0 0.1 -0.2
0.0 0.0 0.0
0.0 0.0 0.0
0.0 -0.1 0.2
0.4 -0.1 -0.5
0.0 0.0 -0.1
0.0 0.0 0.0
0.0 0.0 -0.1

- HOMO: -4.530 eV
- Total charge: -1
- LUMO energy: 1.5 eV
- 2S+1: 1
- Kohn-Sham gap: 6.009 eV

---

[4]
DFT (ωB97M-V with the def2-TZVPD basis set) results for a structure of composition C21H29ClN2O19S2 at a distorted geometry.

Geometry (Å):
O 5.93194 -0.36121 1.23968
S 5.93703 -0.97304 -0.05514
O 5.92997 0.33994 -1.07929
Cl 5.68167 -0.15255 -2.66994
O 4.44086 -1.59116 -0.31842
C 4.55484 -3.04096 -0.27238
C 3.20292 -3.71196 -0.47843
C 2.01215 -2.80779 -0.11330
C 1.32032 -2.18103 -1.33547
S 0.57736 -0.55279 -0.97154
C 1.94418 0.35053 -0.33565
N 2.89405 0.98317 -0.91753
N 3.69223 1.47260 0.09685
C 3.19370 1.10379 1.20478
O 2.05495 0.37931 1.01230
H 5.25123 -3.36425 -1.04748
H 5.00018 -3.32311 0.68332
H 3.07014 -4.08209 -1.49304
H 3.18668 -4.57401 0.18668
H 2.34788 -2.06822 0.60764
H 1.23984 -3.38620 0.39237
H 1.99725 -2.04818 -2.17612
H 0.48576 -2.80752 -1.63563
H 3.53428 1.27331 2.20881
C 6.20085 -0.08063 4.33047
C 5.79945 1.36120 4.12323
O 4.36844 1.28678 4.16186
C 4.02684 0.17732 4.86179
O 2.91666 -0.08123 5.20495
O 5.10612 -0.59628 5.10204
H 7.13751 -0.18797 4.87093
H 6.26387 -0.63588 3.39293
H 6.13918 2.01314 4.92956
H 6.14058 1.76412 3.17286
C -3.22328 1.56006 -1.62432
C -3.03698 1.91906 -3.08010
O -2.47266 0.72415 -3.62795
C -2.83309 -0.30439 -2.82620
O -2.66858 -1.45255 -3.08979
O -3.40936 0.14372 -1.68359
H -4.08720 2.04609 -1.17481
H -2.33908 1.77458 -1.01926
H -3.98051 2.12534 -3.58340
H -2.36796 2.76311 -3.22608
C 0.48770 -1.44120 3.69849
C -0.65908 -1.02525 4.59411
O -1.43086 -0.17670 3.72798
C -1.13708 -0.51615 2.44724
O -1.69162 -0.11382 1.47616
O -0.10058 -1.37661 2.40006
H 0.84767 -2.44442 3.91404
H 1.32792 -0.75128 3.73080
H -1.27660 -1.87142 4.90099
H -0.33458 -0.48365 5.47861
C -4.51606 2.36459 2.12798
C -4.42396 0.85780 2.15651
O -5.73759 0.48044 2.59567
C -6.58842 1.48584 2.28339
O -7.77114 1.42034 2.36075
O -5.90572 2.58572 1.86717
H -3.90089 2.81149 1.35055
H -4.26077 2.81963 3.08726
H -4.24218 0.43031 1.17018
H -3.66861 0.49723 2.84165
C -5.16926 1.01794 -7.88428
C -4.75168 0.46376 -6.54116
O -4.04123 1.56263 -5.96295
C -4.48368 2.70120 -6.55416
O -4.21624 3.79574 -6.18108
O -5.27065 2.41984 -7.62121
H -6.12017 0.62109 -8.23074
H -4.41417 0.85826 -8.65619
H -5.60359 0.21953 -5.90357
H -4.10910 -0.40923 -6.62245

Cartesian forces, eV/Å:
0.0 0.5 0.5
0.1 -0.6 -0.8
-0.4 -0.4 0.2
0.1 0.0 -0.1
0.7 0.4 -0.1
0.2 -0.3 -0.4
-0.5 0.3 0.4
-0.3 -0.3 0.0
0.7 0.6 0.5
-0.3 0.2 -0.3
-0.6 -0.9 0.0
-0.1 0.2 -0.2
0.9 0.8 -0.4
-1.1 -0.5 -0.2
0.3 0.2 0.8
0.0 0.1 0.0
-0.2 0.0 0.1
0.2 0.0 -0.1
0.0 -0.2 -0.1
-0.1 0.2 -0.1
0.1 -0.1 0.2
0.1 -0.1 0.0
-0.1 0.1 -0.2
0.0 0.1 0.0
0.4 -0.2 -0.2
0.3 0.2 -0.1
0.0 -0.1 0.2
0.1 -0.1 0.0
-0.1 0.0 0.0
-0.2 0.2 0.0
-0.1 -0.1 0.2
-0.1 0.1 0.1
-0.1 0.0 0.0
-0.2 0.0 -0.1
0.1 0.2 0.2
0.0 0.4 0.0
-0.1 -0.1 0.3
0.1 0.0 0.0
0.0 -0.1 0.0
0.0 0.0 -0.2
-0.1 -0.2 0.0
0.0 -0.1 0.0
0.0 0.0 0.0
0.1 -0.1 -0.1
0.3 0.0 0.2
0.1 -0.1 0.2
0.1 -0.1 -0.2
0.4 -0.2 -0.2
-0.3 0.3 0.1
-0.2 -0.1 0.1
-0.1 -0.1 -0.2
-0.1 0.1 0.1
0.0 0.0 -0.1
-0.1 0.2 -0.1
0.2 0.1 0.0
0.1 -0.1 -0.1
0.0 0.3 -0.1
-0.1 -0.1 0.0
0.0 0.0 0.0
0.0 -0.1 0.0
-0.2 0.1 -0.1
0.0 0.0 0.0
0.0 0.0 0.0
-0.1 -0.1 0.1
-0.1 -0.2 -0.2
0.0 -0.3 0.0
-0.2 0.1 -0.3
0.0 0.1 0.0
0.0 0.0 0.1
0.1 -0.1 0.1
-0.1 0.2 0.0
0.0 0.0 0.0
0.0 0.0 0.0
0.1 0.1 0.1

- HOMO: -9.100 eV
- LUMO energy: -0.3 eV
- 2S+1: 1
- Kohn-Sham gap: 8.826 eV

---

The highest 2S+1 belongs to which entry? C21H29BrNO7RuS